No. 1
C32H34Cl2FN6O5Pd | ωB97M-V with the def2-TZVPD basis set

The geometry in XYZ format:
```
81
Properties=species:S:1:pos:R:3:forces:R:3:mulliken_charge:R:1
Pd -0.05879 0.19151 0.17815 -0.8 -0.9 -0.2 1.170
F 6.34926 3.19080 0.52546 0.0 0.0 0.0 -0.338
C 6.09585 1.89484 0.24458 0.0 0.0 0.1 0.617
C 4.81367 1.44059 0.35848 0.0 0.0 0.0 -0.692
C 4.51774 0.09949 0.10812 0.1 -0.1 0.0 0.283
C 3.14832 -0.39922 0.23306 -0.4 -0.1 0.2 1.458
O 2.25787 0.26611 0.79687 0.4 0.3 -0.1 -0.831
C 2.92735 -1.70723 -0.30124 0.1 0.2 -0.1 -0.279
C 3.99277 -2.49174 -0.63496 0.0 -0.1 0.1 -0.331
N 5.27240 -2.09091 -0.56840 0.0 -0.1 0.1 0.197
C 6.33115 -3.03934 -0.87172 0.0 0.1 0.0 -0.386
C 6.27209 -4.38773 -0.22520 0.0 -0.1 -0.1 -0.933
C 7.29392 -3.39028 0.22552 0.0 0.0 0.0 -0.356
C 5.55740 -0.76303 -0.26771 0.1 0.0 0.0 0.010
C 6.86374 -0.27437 -0.37557 0.0 0.0 0.0 -0.877
C 7.16099 1.05203 -0.11865 0.0 0.0 0.0 -1.059
N 8.50116 1.48745 -0.23890 0.0 -0.1 0.0 0.278
C 8.81958 2.88642 -0.46377 0.0 0.0 0.0 -0.604
C 10.16983 2.99553 -1.15052 0.0 0.0 0.0 -0.993
N 11.22064 2.32194 -0.30607 -0.1 0.0 0.0 -0.137
C 10.85858 0.88453 -0.03947 0.0 0.0 0.0 -0.715
C 9.48810 0.83519 0.60750 0.0 0.1 0.1 -0.535
C 1.58136 -2.27799 -0.52077 -0.4 0.0 0.1 0.259
O 1.37991 -3.45644 -0.67741 0.2 0.0 -0.1 -0.608
O 0.53857 -1.45051 -0.64654 0.2 0.5 0.0 -0.699
H 4.02275 2.11322 0.66154 0.0 0.0 0.0 0.496
H 3.82758 -3.51123 -0.95820 0.0 0.0 0.0 0.719
H 6.69046 -2.97580 -1.89135 0.0 0.0 0.0 0.427
H 6.60619 -5.22538 -0.81967 0.0 0.0 0.0 0.276
H 5.44761 -4.60572 0.43926 0.0 0.0 0.0 0.346
H 8.32965 -3.55459 -0.03736 0.0 0.0 0.0 0.306
H 7.13064 -2.91784 1.18540 0.0 0.0 0.0 0.219
H 7.65449 -0.93879 -0.69153 0.0 0.0 0.0 0.954
H 8.83026 3.47021 0.46752 0.0 0.0 0.0 0.435
H 8.08466 3.34023 -1.12384 0.0 0.0 0.0 0.481
H 10.46704 4.03300 -1.28887 0.0 0.0 0.0 0.435
H 10.16970 2.48285 -2.11059 0.0 0.0 0.0 0.378
H 11.30866 2.81871 0.58433 0.0 0.0 0.0 0.397
H 12.13229 2.37910 -0.76305 0.0 0.0 0.0 0.358
H 11.62649 0.45558 0.60102 0.0 0.0 0.0 0.396
H 10.86160 0.38185 -1.00489 0.0 0.0 0.0 0.359
H 9.53471 1.31026 1.60109 0.0 0.0 0.0 0.184
H 9.22739 -0.20819 0.76733 0.0 0.0 0.0 0.446
Cl -3.68359 -3.30757 0.83184 0.0 -0.1 0.0 0.018
C -3.97009 -1.68366 0.91465 0.2 0.2 0.0 0.318
C -5.21428 -1.13974 1.06104 0.0 0.0 0.0 -0.767
C -5.37666 0.25742 1.12090 0.1 0.0 0.0 1.126
Cl -6.92047 0.83197 1.32601 -0.1 0.0 0.0 -0.035
C -4.27839 1.20838 1.01371 0.0 -0.1 0.0 0.270
C -4.42547 2.59507 1.08170 0.0 0.0 0.0 -0.650
C -3.28760 3.37521 0.98481 0.0 0.0 0.0 -1.354
C -2.05109 2.76802 0.81118 0.1 0.0 -0.1 -0.144
N -1.90062 1.43950 0.72698 0.3 0.2 0.3 -0.179
C -2.99454 0.69533 0.84011 0.0 -0.2 0.0 0.271
C -2.76810 -0.77318 0.82318 -0.2 0.1 0.1 0.650
O -1.64950 -1.21798 0.76517 0.2 -0.2 -0.1 -0.532
H -6.08714 -1.77496 1.13754 0.0 0.0 0.0 0.508
H -5.39750 3.05036 1.21563 0.0 0.0 0.0 0.477
H -3.35177 4.45254 1.04442 0.0 0.0 0.0 0.484
H -1.14547 3.35623 0.73382 0.0 0.0 0.0 0.622
C 0.07808 3.15114 -3.26904 0.0 0.0 0.0 -1.124
N 0.60489 3.83391 -2.09465 0.1 0.0 0.0 0.154
C 0.84054 5.26935 -2.24630 0.0 0.0 0.0 -0.644
C 1.93048 5.71671 -1.30070 0.0 0.0 0.0 -0.713
C 1.55659 5.28642 0.09791 0.0 -0.1 0.0 -0.662
N 1.29717 3.84467 0.13139 -0.1 0.1 0.1 0.650
C 1.42362 3.23355 1.44488 0.0 0.0 -0.1 -1.212
C 0.85856 3.15345 -0.95448 0.1 -0.1 -0.2 0.443
O 0.68137 1.91000 -0.93642 0.0 0.0 -0.1 -0.643
H 0.76355 3.27231 -4.10869 0.0 0.0 0.0 0.367
H -0.88435 3.58441 -3.54785 0.0 0.0 0.0 0.348
H -0.04187 2.09471 -3.06270 0.0 0.0 0.0 0.299
H -0.08629 5.82229 -2.06036 0.0 0.0 0.0 0.287
H 1.12081 5.45082 -3.28340 0.0 0.0 0.0 0.396
H 2.05948 6.79672 -1.34654 0.0 0.0 0.0 0.380
H 2.87575 5.24929 -1.58511 0.0 0.0 0.0 0.265
H 0.67597 5.83417 0.45340 0.0 0.0 0.0 0.234
H 2.36562 5.48788 0.80053 0.0 0.0 0.0 0.398
H 2.45015 3.31416 1.80549 0.0 0.0 0.0 0.320
H 1.17578 2.18011 1.40997 0.0 0.0 0.0 0.443
H 0.77715 3.75315 2.15871 0.0 0.0 0.0 0.419
```
Positions in Å, forces in eV/Å.

Computed properties:
Total charge: +3
Energy above the lowest of the compared OMol25 structures with the same formula, charge and spin: 50.4 kcal per mole
Frontier orbital gap (spin up / spin down): 0.1290 / 0.1293 Eh
Lowest unoccupied orbital energy (spin up / spin down): -11.0 / -11.0 eV

***

No. 2
C32H34I2N6O6PRu | ωB97M-V with the def2-TZVPD basis set

The geometry in XYZ format:
```
82
Properties=species:S:1:pos:R:3:forces:R:3:mulliken_charge:R:1
Ru 0.22426 -0.22871 0.21385 -0.1 0.1 -0.4 0.626
I 0.06865 4.63952 2.21504 0.0 0.0 0.0 0.144
C 1.65424 3.47802 1.49382 0.0 0.0 0.0 -0.565
C 2.96355 4.00899 1.50186 0.0 0.0 0.0 -0.505
C 4.00949 3.32041 0.95504 0.0 0.0 0.0 -0.496
I 5.90411 4.18651 0.98640 0.0 0.0 0.0 0.129
C 3.78439 2.04472 0.36016 0.0 0.0 0.0 1.222
C 4.78164 1.25678 -0.26201 0.0 0.0 0.0 -0.747
C 4.45514 0.05089 -0.81083 0.0 0.0 0.0 -1.170
C 3.13060 -0.40819 -0.73019 0.0 0.0 0.0 -0.305
N 2.17924 0.28994 -0.15188 0.0 0.1 0.0 -0.027
C 2.48011 1.51774 0.37867 0.1 0.0 0.0 0.549
C 1.36285 2.24214 0.92840 0.0 0.0 -0.1 0.009
O 0.17422 1.72821 0.86101 -0.1 0.1 0.0 -0.140
H 3.12798 4.98779 1.93224 0.0 0.0 0.0 0.426
H 5.79718 1.62637 -0.30670 0.0 0.0 0.0 0.236
H 5.19815 -0.56060 -1.30211 0.0 0.0 0.0 0.428
H 2.84527 -1.36679 -1.14384 0.0 0.0 0.0 0.566
C -2.89647 6.07322 -0.24165 0.0 0.0 0.0 -1.525
C -3.48388 5.03501 0.67532 0.0 0.0 0.0 0.998
C -4.28477 5.44264 1.74599 0.0 0.0 0.0 -0.828
C -4.86237 4.53389 2.64138 0.0 0.0 0.0 -1.101
C -4.67889 3.19359 2.45903 0.0 0.0 0.0 -0.645
C -3.89616 2.74694 1.36187 0.0 0.0 0.0 0.501
N -3.70489 1.43112 1.12572 0.0 0.0 0.0 0.212
C -4.48074 0.34755 1.54202 0.0 0.0 0.0 0.516
C -5.85234 0.49356 1.75906 0.0 0.0 0.0 -0.356
C -6.62077 -0.59829 2.12250 0.0 0.0 0.0 -0.754
C -6.03508 -1.84748 2.26040 0.0 0.0 0.0 -0.811
C -4.67596 -2.00032 2.01774 0.0 0.0 0.0 -0.597
C -3.88314 -0.92422 1.64982 0.0 -0.1 0.0 -0.096
C -2.43347 -1.18045 1.35458 0.0 0.1 0.2 1.165
O -1.87434 -2.17215 1.87102 0.0 -0.1 0.0 -0.841
O -1.85357 -0.36144 0.58820 0.0 0.0 -0.2 -0.635
C -3.26258 3.67697 0.47768 0.0 0.0 0.0 0.911
C -2.43363 3.15674 -0.65470 0.0 0.0 0.0 -1.139
H -3.12327 7.07462 0.11763 0.0 0.0 0.0 0.418
H -3.30178 5.98135 -1.25050 0.0 0.0 0.0 0.395
H -1.81213 5.97780 -0.30906 0.0 0.0 0.0 0.333
H -4.44985 6.50221 1.89641 0.0 0.0 0.0 0.416
H -5.43698 4.89782 3.48171 0.0 0.0 0.0 0.451
H -5.07012 2.47584 3.16471 0.0 0.0 0.0 0.727
H -2.87430 1.13905 0.59891 0.0 0.0 0.0 -0.015
H -6.32494 1.45071 1.59040 0.0 0.0 0.0 0.676
H -7.68464 -0.47473 2.27154 0.0 0.0 0.0 0.428
H -6.63746 -2.70501 2.52646 0.0 0.0 0.0 0.460
H -4.21566 -2.97684 2.08471 0.0 0.0 0.0 0.586
H -3.01846 2.49835 -1.30194 0.0 0.0 0.0 0.391
H -1.57079 2.60146 -0.27214 0.0 0.0 0.0 -0.265
H -2.05194 3.96522 -1.26960 0.0 0.0 0.0 0.453
N 0.96407 1.93014 4.20779 0.0 -0.1 0.0 -0.018
C 1.47051 0.52957 4.38338 0.0 0.0 0.0 -0.790
P 0.25633 -0.47101 3.40399 0.0 0.3 0.2 1.237
O -1.03390 0.25897 3.61183 0.0 -0.1 0.0 -1.163
O 0.94808 -0.62696 2.07669 -0.1 -0.5 0.2 -0.380
C 0.04463 -2.10628 4.23298 0.1 0.0 0.0 -1.124
N -1.41805 -2.35655 4.35524 0.0 0.0 0.0 -0.135
H 1.29758 2.34018 3.31822 0.1 0.0 0.0 -0.161
H 1.23007 2.55918 4.96337 0.0 0.0 0.0 0.448
H -0.06915 1.86890 4.12287 0.0 0.0 0.0 0.343
H 1.48361 0.28544 5.44366 0.0 0.1 0.0 0.546
H 2.47632 0.47132 3.97463 0.0 -0.1 0.0 0.383
H 0.50250 -2.11830 5.22184 0.0 0.0 0.0 0.521
H 0.47824 -2.89943 3.62776 0.0 0.0 0.0 0.379
H -1.81058 -2.39117 3.34137 0.0 0.0 0.0 0.144
H -1.86835 -1.55988 4.80969 0.0 0.0 0.0 0.373
H -1.62274 -3.21360 4.86475 0.0 0.0 0.0 0.403
N 0.82446 -7.24946 -1.03715 0.0 0.0 0.0 -0.358
C -0.26787 -6.44769 -1.00371 0.0 0.0 0.0 0.043
O -1.40829 -6.84587 -1.08262 0.0 0.0 0.0 -0.576
C -0.00674 -4.97417 -0.80745 0.0 0.0 0.0 0.803
C 0.99119 -4.47709 0.01909 0.0 0.0 0.0 -1.126
C 1.07417 -3.11188 0.22334 0.0 0.0 0.0 -0.484
N 0.24218 -2.24148 -0.36052 0.1 0.1 0.1 0.397
C -0.69962 -2.72493 -1.18222 0.0 0.0 0.0 -0.596
C -0.86424 -4.07314 -1.42078 0.0 0.0 0.0 -0.710
H 0.67164 -8.22627 -1.23249 0.0 0.0 0.0 0.253
H 1.74243 -6.87656 -1.20233 0.0 0.0 0.0 0.206
H 1.67937 -5.13696 0.53049 0.0 0.0 0.0 0.441
H 1.81247 -2.68209 0.88763 0.0 0.0 0.0 0.845
H -1.35540 -1.99450 -1.63930 0.0 0.0 0.0 0.533
H -1.66041 -4.43061 -2.05842 0.0 0.0 0.0 0.515
```
Positions in Å, forces in eV/Å.

Computed properties:
Total charge: +2
2S+1: 2
Energy above the lowest of the compared OMol25 structures with the same formula, charge and spin: 0.0 kcal per mole
Frontier orbital gap (spin up / spin down): 0.2649 / 0.1615 Eh
<S²>: 0.788
Lowest unoccupied orbital energy (spin up / spin down): -4.7 / -7.5 eV

***

No. 3
C32H34I3NO17 | ωB97M-V with the def2-TZVPD basis set

The geometry in XYZ format:
```
87
Properties=species:S:1:pos:R:3:forces:R:3:mulliken_charge:R:1
C 1.00478 1.51598 -3.10161 0.7 -0.2 -0.7 -0.922
C 0.13788 0.26716 -3.62014 0.3 1.2 0.6 -0.371
I 0.25841 0.36359 -5.83359 0.0 -0.2 0.8 0.057
C -1.42394 0.30676 -3.23801 -0.1 -0.5 -0.4 -1.376
I -2.12705 2.32566 -2.65079 0.4 -0.8 -0.3 0.093
C -1.91089 -0.81336 -2.20091 -1.0 -2.2 -0.4 1.628
C -2.82617 -1.83532 -3.05627 0.1 -1.6 0.1 -1.296
C -4.39994 -1.54809 -3.03542 -0.1 -0.3 -0.3 -0.535
C -4.87540 -0.10726 -3.53443 -1.7 -0.2 0.4 -0.557
C -5.53897 0.80394 -2.36042 0.4 0.0 -1.3 -0.318
O -6.55627 0.04247 -1.60896 1.8 0.2 1.8 -0.337
C -6.47502 0.43483 -0.23438 -2.9 3.8 0.0 0.350
O -7.07414 1.49930 0.07713 2.6 -4.2 -0.7 -0.509
O -2.82357 -0.44240 -1.11411 -0.8 -0.2 1.9 -0.214
C -2.92680 -1.43963 -0.07303 1.0 0.1 -0.9 0.274
O -3.80810 -1.58928 0.77911 3.7 0.7 -3.6 -0.569
O -1.71782 -2.21200 -0.26882 -2.3 1.1 0.4 -0.466
C -0.87440 -1.64811 -1.32910 2.3 -0.7 0.8 -0.176
N -0.18961 -2.83604 -1.96935 -0.5 0.3 0.5 -0.441
C 0.33485 -0.94453 -0.55445 0.3 1.3 0.4 -0.459
C -0.01089 0.39934 0.24229 0.0 -0.7 1.0 -0.665
C -0.65502 0.13474 1.71562 0.3 1.4 -0.9 -0.401
I 1.95613 1.34376 0.68215 -0.5 -0.2 -0.3 0.017
H 2.10894 1.21384 -3.19618 -1.7 0.5 0.3 0.291
H 0.87746 2.42982 -3.79622 0.0 -1.5 1.2 0.472
H 0.79362 1.83516 -2.02925 0.2 -0.6 -1.4 0.017
H 0.67864 -0.69498 -3.34653 -1.1 1.2 -0.4 0.591
H -1.98812 0.10472 -4.22304 0.8 0.5 2.0 0.662
H -2.68766 -2.87124 -2.55702 -0.2 1.6 -0.9 0.321
H -2.45146 -1.99407 -4.13933 -0.4 0.5 1.8 0.406
H -4.88205 -2.32807 -3.74101 0.9 1.2 1.1 0.485
H -4.84976 -1.78684 -1.99772 0.8 0.6 -1.7 0.246
H -4.10609 0.50779 -4.10378 -0.9 -0.8 0.9 0.193
H -5.74571 -0.28531 -4.27710 1.4 0.3 1.1 0.395
H -4.75142 1.17577 -1.62762 -1.0 -0.3 -1.2 0.156
H -6.09463 1.64249 -2.91480 1.0 -0.9 1.2 0.261
H -5.94134 -0.19232 0.57279 -0.6 0.5 -1.7 0.302
H 0.01029 -3.51096 -1.20067 -0.4 0.6 -0.7 0.397
H 0.75384 -2.55634 -2.29151 -0.9 -0.1 0.2 0.488
H 1.24247 -0.72949 -1.23816 -1.7 -0.4 0.8 0.456
H 0.73320 -1.70080 0.22518 -0.8 1.1 -1.3 0.340
H -0.58162 1.19210 -0.34209 0.8 -1.2 0.7 0.157
H -0.37318 -0.88655 2.12781 -0.6 1.5 -0.7 0.060
H -1.77707 0.32801 1.63136 1.3 -0.7 0.3 0.175
H -0.22916 0.96126 2.38496 -0.9 -1.5 -0.9 0.391
O 0.17358 1.55799 4.42990 -0.3 -0.1 0.3 -0.621
C -0.67606 2.15042 5.07447 0.5 0.6 -0.2 1.002
C -0.62211 3.59744 5.30340 0.2 -0.4 -0.2 -1.056
C -1.56293 4.20625 6.02884 0.5 1.3 -0.1 0.398
O -1.52758 5.54876 6.24776 -0.5 -1.3 0.1 -0.568
C -2.69337 3.44420 6.63183 -0.6 -0.5 0.3 0.937
O -3.52407 4.03051 7.30366 0.4 0.2 -0.2 -0.604
C -2.76043 2.00069 6.38266 -0.1 0.3 0.1 -0.692
C -1.82159 1.39267 5.65442 -0.5 -1.2 0.1 0.273
O -1.87157 0.05370 5.41201 0.6 1.2 -0.1 -0.562
H 0.20447 4.13819 4.86227 0.0 0.0 0.0 0.445
H -2.31198 5.74282 6.79762 0.1 0.0 -0.1 0.348
H -3.59536 1.46222 6.81085 0.0 0.0 0.0 0.438
H -1.08424 -0.14135 4.86702 -0.1 0.0 0.0 0.230
O 0.60143 -4.78495 0.93170 -0.1 0.4 0.2 -0.612
C 1.20906 -4.59795 1.97342 0.5 -0.5 -0.3 1.000
C 2.45152 -5.30562 2.29669 -0.4 0.1 -0.3 -1.039
C 3.07822 -5.08448 3.45464 1.1 -0.9 -0.2 0.306
O 4.23317 -5.73168 3.76720 -1.1 0.9 0.2 -0.561
C 2.54162 -4.11985 4.45660 -0.3 0.6 0.5 0.880
O 3.13041 -3.95683 5.51061 0.1 -0.3 -0.4 -0.599
C 1.31158 -3.39420 4.12282 0.3 -0.1 0.2 -0.822
C 0.68716 -3.61320 2.96388 -1.0 0.8 0.3 0.450
O -0.45448 -2.94592 2.63750 1.0 -1.1 -0.2 -0.549
H 2.82910 -6.00418 1.56212 0.0 0.0 0.0 0.437
H 4.48472 -5.40133 4.65206 0.0 -0.1 -0.1 0.349
H 0.94225 -2.68407 4.85077 0.0 0.0 0.0 0.492
H -0.70998 -3.28182 1.75388 -0.2 0.1 0.1 0.216
O 8.98825 2.23808 -3.42807 -0.3 -0.2 -0.3 -0.607
C 7.78328 2.40688 -3.49480 0.3 0.6 0.5 0.876
C 7.09773 3.47926 -2.76636 0.3 -0.2 -0.1 -0.862
C 5.77324 3.62064 -2.85270 -0.1 1.1 0.8 0.335
O 5.12356 4.61260 -2.18440 0.0 -1.1 -0.8 -0.574
C 4.94630 2.69970 -3.68330 -0.3 -0.5 -0.5 0.925
O 3.73631 2.84764 -3.72409 0.4 0.3 0.2 -0.564
C 5.63386 1.64232 -4.43065 -0.4 0.2 0.1 -0.948
C 6.95880 1.50284 -4.34717 0.1 -1.1 -0.9 0.416
O 7.61157 0.52806 -5.03661 -0.1 1.1 0.9 -0.567
H 7.70903 4.13917 -2.16560 0.0 0.0 0.0 0.421
H 4.17875 4.50091 -2.40788 0.1 0.1 0.1 0.340
H 5.02396 0.99186 -5.04363 0.0 0.0 0.0 0.476
H 8.55561 0.63611 -4.80793 -0.1 -0.1 -0.1 0.350
```
Positions in Å, forces in eV/Å.

Computed properties:
Frontier orbital gap: 0.2781 Eh
Lowest unoccupied orbital energy: -1.9 eV

***

Number 1: electronic energy -3091.721701 hartree. Number 2: electronic energy -3051.113145 hartree. Number 3: electronic energy -3466.546480 hartree.